# C3H6FN3

One molecule with the formula C3H6FN3 in a non-equilibrium geometry (ωB97M-V/def2-TZVPD, the Open Molecules 2025 dataset).

Calculated values
energy above the lowest of the compared OMol25 structures with the same formula, charge and spin: 394.0 kJ/mol
HOMO: -9.02 eV
LUMO energy: 0.898 eV

ORCA input file:
```
! RIJCOSX wB97M-V def2-TZVPD def2/J DEFGRID3
* xyz 0 1
N -1.617 0.857 -0.692
N -0.963 0.249 0.447
C 0.337 0.876 0.640
C 1.374 -0.117 0.112
F 2.664 0.322 -0.109
C 0.874 -1.239 -0.377
N -0.841 -1.085 0.162
H -0.827 0.784 -1.487
H -2.264 0.133 -0.820
H 0.422 1.157 1.633
H 0.277 1.752 0.105
H 1.258 -2.191 -0.690
H -0.695 -1.498 1.075
*
```

Here are the Mulliken charges for atoms 1 to 2, given in e:
1. N -0.580
2. N 0.054